# 1
9
Properties=species:S:1:pos:R:3:lowdin_charge:R:1 method="wB97M-V/def2-TZVPD" relative_energy_ev=3.1581 e_tot_ha=-698.325112 homo_lumo_gap_ev=7.47 smiles="O=C1N=N[C@H]2S[C@@H]12" total_charge=0 e_lumo_ev=-2.0
C 0.075 0.320 0.752 -0.32
C -0.386 0.898 -0.560 -0.57
C 0.616 -1.197 0.176 -0.37
N 0.043 -1.203 -1.061 0.10
N -0.539 -0.145 -1.395 0.04
O 1.304 -2.054 0.703 0.12
S -1.759 0.932 0.771 0.83
H 0.765 0.579 1.485 0.07
H -0.119 1.871 -0.870 0.10

# 2
52
Properties=species:S:1:pos:R:3:lowdin_charge:R:1 method="wB97M-V/def2-TZVPD" e_tot_ha=-2353.044547 homo_lumo_gap_ev=7.54 total_charge=0 e_lumo_ev=-1.0
C -4.271 1.372 -2.660 -0.06
C -4.575 2.209 -1.422 -0.23
H -5.115 3.116 -1.707 0.13
H -5.191 1.645 -0.714 0.11
O -3.401 2.708 -0.804 -0.03
C -2.478 1.895 -0.235 -0.19
C -1.234 2.490 -0.040 0.07
C -0.157 1.814 0.532 -0.20
C -0.351 0.501 0.964 -0.03
C -1.584 -0.093 0.815 0.02
C -2.649 0.579 0.224 -0.14
O -3.873 -0.065 0.061 0.05
C -4.432 -0.726 1.103 -0.39
O -3.973 -0.783 2.212 0.16
C -5.692 -1.335 0.669 -0.17
C -6.314 -1.357 -0.559 0.02
C -7.501 -2.091 -0.379 -0.04
C -7.515 -2.459 0.937 -0.10
O -6.434 -2.011 1.571 0.09
H -8.224 -3.024 1.510 0.13
H -8.241 -2.314 -1.119 0.10
H -5.955 -0.908 -1.461 0.11
H -1.743 -1.100 1.166 0.12
H 0.450 -0.039 1.437 0.11
C 1.076 2.546 0.706 0.07
C 2.377 2.172 0.642 -0.05
C 2.865 0.870 0.201 -0.28
N 2.133 -0.050 -0.246 0.19
H 2.627 -0.880 -0.557 0.06
N 4.277 0.735 0.267 -0.04
C 5.088 1.768 0.663 -0.55
N 4.709 2.934 0.991 0.14
C 3.362 3.258 0.981 -0.43
O 3.005 4.378 1.254 0.09
S 6.764 1.212 0.623 1.15
C 6.158 -0.326 0.074 -0.62
N 4.893 -0.414 -0.061 0.07
S 7.285 -1.681 -0.338 0.63
O 8.167 -1.832 0.778 -0.30
O 7.846 -1.343 -1.612 -0.30
C 6.193 -3.119 -0.493 -0.28
C 5.637 -3.469 0.866 -0.12
H 6.454 -3.538 1.581 0.08
H 5.114 -4.422 0.836 0.08
H 4.942 -2.704 1.203 0.07
H 6.823 -3.907 -0.899 0.11
H 5.433 -2.841 -1.216 0.10
H 0.943 3.604 0.923 0.13
H -1.122 3.510 -0.372 0.14
H -5.199 1.127 -3.171 0.08
H -3.634 1.935 -3.339 0.08
H -3.762 0.452 -2.386 0.07

# 3
12
Properties=species:S:1:pos:R:3:lowdin_charge:R:1 method="wB97M-V/def2-TZVPD" relative_energy_ev=2.2375 e_tot_ha=-319.629983 homo_lumo_gap_ev=10.51 total_charge=0 e_lumo_ev=0.1
N 1.528 -0.580 2.258 0.16
C 0.496 -0.203 1.894 -0.20
C 0.440 0.186 -1.362 -0.23
C -0.561 -0.707 -0.661 -0.23
N -1.341 0.003 0.330 0.05
C -0.824 0.239 1.461 -0.17
N 0.780 1.309 -0.889 0.11
H 0.849 -0.248 -2.284 0.11
H -1.249 -1.118 -1.407 0.11
H 0.003 -1.553 -0.234 0.12
H -1.396 0.800 2.199 0.11
H 1.485 1.748 -1.481 0.06

# 4
9
Properties=species:S:1:pos:R:3:lowdin_charge:R:1 method="wB97M-V/def2-TZVPD" relative_energy_ev=3.4576 e_tot_ha=-1105.966317 homo_lumo_gap_ev="5.63 / 5.78" total_charge=+2 multiplicity=9 e_lumo_ev="-12.0 / -11.9"
O 1.073 1.118 0.111 0.14
C 0.304 1.730 -0.687 -0.11
C 1.062 -0.291 0.354 0.02
O -0.731 1.470 -1.264 -0.09
O -1.288 -0.664 0.570 -0.30
C -0.040 -1.044 0.515 -0.22
Gd -2.621 0.472 -0.668 2.23
H 2.075 -0.672 0.427 0.16
H 0.165 -2.118 0.642 0.16